# C5H13N2O

The ion C5H13N2O with charge -1 at a distorted geometry (wB97M-V/def2-TZVPD, OMol25).

## Properties
- largest force on an atom (Eh/bohr) = 0.089
- SMILES string = CN(CCN)CC[O-]
- total charge = -1
- energy relative to the best compared isomer or geometry (same formula, charge and spin) (eV) = 3.191
- gap between HOMO and LUMO (hartree) = 0.2280
- energy (Ha) = -382.94659

The geometry in XYZ format:
```
21
Properties=species:S:1:pos:R:3:forces:R:3:nbo_charge:R:1
C -0.3143 0.2316 -1.6184 -3.729 -1.333 -0.522 -0.43
N -0.0499 0.0645 -0.2291 0.602 1.540 1.499 -0.48
C 1.2358 0.8268 0.2390 -2.245 -1.689 -3.623 -0.27
C 2.2223 -0.1604 0.7508 1.945 0.438 1.987 -0.21
N 2.0987 -1.5187 0.2254 -1.789 -0.914 0.845 -0.85
C -1.1878 0.4009 0.7209 -0.752 0.509 -2.295 -0.27
C -2.7199 -0.3066 0.4485 2.944 0.297 -1.075 0.04
O -3.5132 0.6136 0.0106 -1.368 0.376 -0.261 -0.92
H -0.0313 -0.6766 -2.1573 0.551 0.071 -0.358 0.16
H 0.1139 1.1035 -2.0719 0.166 0.679 -0.375 0.16
H -1.5052 0.1992 -1.7699 2.494 0.572 0.295 0.24
H 1.7787 1.2603 -0.6148 -0.794 0.151 -0.391 0.16
H 0.7724 1.6236 0.7433 0.456 1.067 1.724 0.21
H 3.3050 0.3474 0.5290 -2.226 -1.752 0.763 0.16
H 2.0796 -0.2644 1.8510 0.538 0.092 -0.513 0.18
H 2.2257 -1.5339 -0.7429 1.019 0.311 -2.022 0.33
H 1.0565 -1.8112 0.1629 1.821 1.164 1.006 0.39
H -0.7900 0.0201 1.5914 0.630 -0.663 2.583 0.15
H -1.3543 1.5415 0.8380 0.036 -1.538 -0.383 0.15
H -2.9357 -0.7796 1.4487 -0.101 -0.144 -0.278 0.07
H -2.4875 -1.1814 -0.3555 -0.198 0.765 1.393 0.03
```
Forces are in eV/Å.